## P
{"formula": "C6H28O9", "method": "wB97M-V/def2-TZVPD", "elements": ["C", "C", "C", "C", "C", "C", "H", "H", "H", "H", "H", "H", "H", "H", "H", "H", "H", "H", "O", "H", "H", "O", "H", "H", "O", "H", "H", "O", "H", "H", "O", "H", "H", "O", "H", "H", "O", "H", "H", "O", "H", "H", "O"], "coordinates": [[-0.16552, -2.56052, -1.91487], [0.65801, -1.26660, -1.53250], [0.05123, -0.29921, -0.64936], [0.75518, 0.33420, 0.30393], [0.12745, 1.36294, 1.06938], [0.47175, 2.62652, 0.87766], [-1.15810, -2.67523, -1.51152], [0.54259, -3.40755, -1.69631], [-0.32078, -2.69594, -2.95474], [1.05416, -0.76583, -2.36017], [1.75420, -1.63381, -1.08375], [-0.99793, -0.35130, -0.71581], [1.80356, 0.35715, 0.51028], [-0.80769, 0.97055, 1.34702], [1.37845, 2.99523, 0.41359], [-0.32852, 3.40558, 1.24794], [0.66267, -2.07435, 1.82952], [1.42219, -3.21434, 2.10644], [0.73122, -2.87246, 1.38837], [3.07750, 0.75088, 0.80940], [4.14420, 0.85739, 1.81716], [3.17842, 0.59006, 1.77952], [0.75137, 3.20250, -1.55576], [1.12345, 1.93764, -2.13606], [1.55506, 2.63416, -1.59193], [-0.14670, -0.05440, 2.79935], [1.17146, -0.13731, 3.26375], [0.42328, -0.63761, 3.11150], [-4.02070, 0.20690, 1.06116], [-3.21391, 1.56276, 1.14862], [-3.57061, 0.81193, 0.56382], [-3.96388, -0.68492, -1.46828], [-3.51131, -1.99809, -1.08917], [-3.29953, -1.26716, -1.61769], [-2.45301, -1.25125, 2.51104], [-2.63536, -0.24144, 3.52544], [-2.75671, -0.34648, 2.63758], [2.68248, 1.32030, -1.39938], [4.15329, 1.04165, -1.34996], [3.34020, 0.62095, -1.30302], [-1.83817, 1.21507, -2.30616], [-0.85016, 0.37444, -3.09313], [-0.97477, 1.25701, -2.79289]], "smiles": "C=C/C=C/CC.O.O.O.O.O.O.O.O.O", "spin_multiplicity": 1}

---

## Q
{"formula": "C6H28O9", "method": "wB97M-V/def2-TZVPD", "elements": ["C", "C", "C", "C", "C", "C", "H", "H", "H", "H", "H", "H", "H", "H", "H", "H", "H", "H", "O", "H", "H", "O", "H", "H", "O", "H", "H", "O", "H", "H", "O", "H", "H", "O", "H", "H", "O", "H", "H", "O", "H", "H", "O"], "coordinates": [[-2.65658, -0.97822, -2.14001], [-2.39168, -2.26183, -1.88367], [-1.64392, 0.00610, -2.64571], [-0.26666, -0.23634, -2.17599], [0.48128, -1.04189, -2.94750], [1.80296, -1.63179, -2.62058], [-3.67182, -0.63549, -1.95397], [-3.12197, -2.83036, -1.32656], [-1.55810, -2.87578, -2.05321], [-2.03619, 1.03272, -2.49519], [-1.73126, -0.10667, -3.75254], [0.05757, 0.22186, -1.26562], [0.27344, -1.23119, -4.00688], [2.00453, -1.91180, -1.58223], [2.61600, -0.96322, -2.85221], [2.06871, -2.49645, -3.19427], [0.02467, -1.52352, 3.25465], [-0.95014, -2.73717, 3.15385], [-0.87798, -1.80229, 2.94296], [0.90178, 2.61753, 0.41084], [0.02582, 1.47401, 0.99898], [0.93303, 1.79965, 0.97861], [1.00481, 2.22295, 2.54285], [-0.19991, 2.22205, 3.51404], [0.76253, 2.12578, 3.51846], [0.32759, 4.69443, 1.10574], [-0.39557, 4.38195, -0.30830], [0.36975, 4.23463, 0.25387], [0.85763, 0.53969, 3.88346], [1.75158, -0.51768, 3.29509], [1.10668, -0.43824, 4.01279], [-2.13738, 0.19337, 2.46750], [-3.46330, 0.81989, 2.77918], [-2.63774, 1.01215, 2.31393], [-0.45434, -1.65067, 0.32616], [0.61555, -0.57589, 0.82633], [0.47593, -1.43722, 0.44298], [1.68583, 3.61023, -1.19280], [1.45707, 2.40475, -2.18090], [1.31022, 3.34316, -2.03468], [1.76949, -2.86000, 0.16157], [2.80627, -3.07759, 1.19317], [2.70383, -3.13562, 0.23585]], "smiles": "C=CC/C=C/C.O.O.O.O.O.O.O.O.O", "spin_multiplicity": 1}

---

Most stable = Q

---

## P
{"formula": "C7H14NO", "method": "wB97M-V/def2-TZVPD", "elements": ["C", "C", "C", "C", "C", "C", "C", "N", "O", "H", "H", "H", "H", "H", "H", "H", "H", "H", "H", "H", "H", "H", "H"], "coordinates": [[0.37304, -2.49134, -1.76746], [0.88375, -1.89637, -0.81732], [-1.43583, 1.95852, -0.10811], [0.56470, 1.09202, -1.46794], [1.29957, -1.28476, 0.35748], [-0.53502, 0.72406, -0.49008], [0.15468, 0.32053, 0.81476], [-0.69676, -0.17581, 1.91244], [1.20926, -2.12136, 1.52015], [-0.02114, -3.03783, -2.59323], [-0.73390, 2.84063, 0.12841], [-1.80433, 2.21930, -1.15014], [-2.19171, 1.68524, 0.72579], [1.43304, 1.51345, -0.85491], [0.02891, 1.90520, -2.06769], [0.87405, 0.20039, -2.02115], [2.36169, -0.86018, 0.33362], [-1.14260, -0.00746, -0.90173], [0.90068, 1.07272, 1.05781], [-0.19388, -1.07205, 2.17968], [-1.63745, -0.25249, 1.59605], [-0.47419, 0.61780, 2.58610], [0.78346, -2.95023, 1.02746]], "total_charge": 1, "spin_multiplicity": 1}

---

## Q
{"formula": "C7H14NO", "method": "wB97M-V/def2-TZVPD", "elements": ["C", "C", "C", "C", "C", "C", "C", "N", "O", "H", "H", "H", "H", "H", "H", "H", "H", "H", "H", "H", "H", "H", "H"], "coordinates": [[2.17725, 1.34245, -0.13234], [1.05566, -1.04208, 0.22771], [2.56882, -0.94996, -0.26682], [-1.38041, 1.49369, -0.80145], [-1.90619, -0.90454, -0.59522], [-1.15659, 0.28300, 1.47112], [-0.98218, 0.22529, -0.04040], [0.18354, -0.12549, -0.49618], [3.02486, 0.45009, -0.07175], [2.62146, 2.29383, 0.19712], [0.63535, -2.01212, -0.04119], [1.16536, -0.95542, 1.34287], [3.18406, -1.71069, 0.36853], [2.79740, -1.03541, -1.34171], [-1.20960, 1.26053, -1.84728], [-2.41058, 1.90703, -0.57678], [-0.61758, 2.24395, -0.63600], [-2.73554, -0.43193, -1.09483], [-2.08743, -1.59672, 0.22633], [-1.40175, -1.41816, -1.31587], [-2.24506, 0.06486, 1.61773], [-0.54894, -0.56806, 1.86558], [-0.73190, 1.18587, 1.94083]], "total_charge": 1, "spin_multiplicity": 1}

---

Most stable = P

---

## P
{"formula": "C4H9NO2S", "method": "wB97M-V/def2-TZVPD", "elements": ["C", "C", "C", "C", "N", "O", "O", "S", "H", "H", "H", "H", "H", "H", "H", "H", "H"], "coordinates": [[-1.91008, -0.45202, 0.08161], [-0.92117, -0.15113, 1.29347], [-0.67394, 0.40572, 0.02802], [1.36866, -0.76058, -0.97366], [-0.48084, 1.74739, -0.23939], [3.76421, -0.49593, 0.27562], [2.08521, 1.41057, 0.05031], [2.10663, -0.04012, 0.38979], [-1.89541, -1.35220, -0.46053], [-2.81715, 0.22779, -0.01385], [-1.12327, 0.65598, 1.97461], [-0.39162, -0.92053, 1.90483], [1.13269, -0.19378, -1.85240], [1.01558, -1.87274, -0.95817], [0.32882, 2.24995, -0.15082], [-0.98192, 1.91769, -1.15922], [4.36081, -0.00446, 0.92084]], "spin_multiplicity": 1}

---

## Q
{"formula": "C4H9NO2S", "method": "wB97M-V/def2-TZVPD", "elements": ["C", "C", "C", "C", "N", "O", "O", "S", "H", "H", "H", "H", "H", "H", "H", "H", "H"], "coordinates": [[-1.68744, -0.33692, -0.40961], [-2.29336, 0.66085, 0.47188], [1.70220, -0.59976, 0.99433], [2.16597, 0.16907, -0.19452], [-2.27258, -1.33047, -0.85530], [-0.41515, -0.18108, -0.91668], [1.09707, 1.65971, -1.98064], [0.65052, 1.18707, -0.67550], [-1.96712, 1.59506, 0.13115], [-1.87057, 0.55304, 1.46600], [-3.39331, 0.62831, 0.43637], [2.47548, -1.12241, 1.47807], [0.93843, -1.25788, 0.81122], [1.14628, 0.06905, 1.77262], [2.43344, -0.52293, -1.05736], [3.01012, 0.71435, -0.04767], [-1.71998, -1.88507, -1.42437]], "spin_multiplicity": 1}

---

## R
{"formula": "C4H9NO2S", "method": "wB97M-V/def2-TZVPD", "elements": ["C", "C", "C", "C", "N", "O", "O", "S", "H", "H", "H", "H", "H", "H", "H", "H", "H"], "coordinates": [[0.42085, 0.17537, 1.00672], [1.14300, 0.16922, -0.14363], [2.13952, -0.90532, -0.62260], [-2.26001, 0.98467, -0.41623], [-1.99386, -0.02721, 0.55157], [-0.86939, -2.28214, 0.93769], [-0.83270, -1.35195, -1.33876], [-1.11689, -1.17085, 0.05072], [0.60413, -0.56265, 1.76635], [-0.24009, 1.08056, 1.04997], [0.83748, 0.95798, -0.89714], [1.78347, -1.54270, -1.35682], [2.43099, -1.42900, 0.33435], [3.04930, -0.23446, -0.87786], [-2.54778, 0.57829, -1.48846], [-3.00522, 1.52390, -0.03297], [-1.49156, 1.68875, -0.44140]], "spin_multiplicity": 1}

---

## S
{"formula": "C4H9NO2S", "method": "wB97M-V/def2-TZVPD", "elements": ["C", "C", "C", "S", "N", "C", "O", "O", "H", "H", "H", "H", "H", "H", "H", "H", "H"], "coordinates": [[2.10549, -0.26472, 0.22138], [0.63038, -0.41823, 0.53493], [0.14355, 0.53056, 1.62686], [-1.48045, 0.08485, 2.30023], [-0.24152, -0.43190, -0.62192], [0.06839, 0.06187, -1.84521], [-0.93175, -0.33250, -2.68501], [1.00440, 0.72187, -2.20500], [2.34273, 0.76185, -0.08739], [2.70917, -0.36474, 1.13057], [2.48741, -0.89943, -0.57252], [0.55943, -1.39473, 1.01866], [0.04578, 1.50448, 1.14630], [0.83995, 0.62060, 2.46055], [-1.19754, -1.21182, 2.48726], [-0.97437, -1.11758, -0.62980], [-0.92973, -0.02125, -3.59396]], "smiles": "C[C@@H](CS)NC(=O)O", "spin_multiplicity": 1}

---

Most stable = S

---

## P
{"formula": "C6H21NO5", "method": "wB97M-V/def2-TZVPD", "elements": ["C", "C", "C", "N", "C", "C", "C", "H", "H", "H", "H", "H", "H", "H", "H", "H", "H", "H", "H", "H", "O", "H", "H", "O", "H", "H", "O", "H", "H", "O", "H", "H", "O"], "coordinates": [[0.80716, 0.68661, 2.72929], [0.34233, 1.15170, 1.39198], [1.18090, 1.44108, 0.39627], [0.66385, 1.64312, -0.92252], [1.52259, 1.19956, -2.02765], [0.93078, -1.15461, -2.76964], [0.79773, 0.15499, -2.91806], [-0.06866, 0.61928, 3.37740], [1.28015, -0.30636, 2.71974], [1.47612, 1.35149, 3.27851], [-0.71548, 1.22359, 1.19498], [2.28413, 1.48510, 0.51328], [-0.22163, 1.12851, -0.95041], [2.50463, 0.82865, -1.73296], [1.64313, 2.11019, -2.66860], [1.60894, -1.70788, -2.10735], [0.31685, -1.91774, -3.25686], [0.10068, 0.60745, -3.65875], [-2.56274, -0.67161, -0.28842], [-1.91960, -1.86123, -0.84483], [-2.37403, -1.05981, -1.15332], [-2.32820, 0.45964, 1.65832], [-1.36596, -0.26807, 2.36383], [-2.32800, -0.30857, 2.25866], [-2.15642, 1.33727, -1.51639], [-1.76171, 2.54313, -0.80617], [-2.28738, 1.74269, -0.64279], [1.92574, -0.78551, 0.37872], [2.55890, -2.09229, 0.71319], [2.05616, -1.66723, 0.00796], [-0.67287, -2.92233, 2.12659], [-2.04369, -2.37900, 1.77680], [-1.19442, -2.61181, 1.37918]], "smiles": "C=CCN/C=C/C.O.O.O.O.O", "spin_multiplicity": 1}

---

## Q
{"formula": "C6H21NO5", "method": "wB97M-V/def2-TZVPD", "elements": ["O", "C", "N", "C", "C", "C", "C", "C", "H", "H", "H", "H", "H", "H", "H", "H", "H", "H", "H", "H", "H", "H", "H", "O", "H", "H", "O", "H", "H", "O", "H", "H", "O"], "coordinates": [[-1.69536, 1.28834, 0.41805], [-1.84587, 1.48716, -0.77939], [-0.95221, 1.01425, -1.66487], [0.25718, 0.27192, -1.27615], [-0.02635, -0.98554, -0.43691], [1.10393, -1.99532, -0.22883], [1.65093, -2.20948, 1.20061], [0.96204, -0.15368, -2.56468], [-2.80619, 1.82952, -1.17053], [-0.98345, 1.16699, -2.66011], [0.89622, 0.91488, -0.67123], [-0.33365, -0.67897, 0.55987], [-0.93429, -1.50475, -0.75452], [1.90621, -2.07035, -0.94884], [0.65020, -2.96115, -0.34696], [2.61720, -2.70384, 1.13370], [0.96714, -2.82956, 1.77926], [1.74316, -1.35851, 1.88973], [1.12584, 0.62705, -3.31505], [0.35245, -0.88809, -3.10233], [1.95128, -0.52825, -2.30609], [0.26175, 2.11962, 1.59206], [1.03791, 3.38055, 0.91052], [0.96025, 2.77474, 1.64772], [-1.52913, -0.25976, 2.38431], [-1.65765, 0.91041, 3.41315], [-1.33568, 0.01592, 3.28256], [-2.87422, -0.96755, 0.03642], [-3.28982, 0.16347, 0.95574], [-3.64053, -0.45841, 0.31962], [4.24679, -0.12696, -0.75984], [3.33780, -0.97291, -0.07369], [4.10251, -1.08292, -0.66116]], "smiles": "CCC[C@@H](C)NC=O.O.O.O.O", "spin_multiplicity": 1}

---

Most stable = Q

---

## P
{"formula": "C4H8FN", "method": "wB97M-V/def2-TZVPD", "elements": ["C", "C", "C", "C", "H", "H", "H", "H", "H", "H", "H", "H", "N", "F"], "coordinates": [[1.12275, 0.38071, 0.30922], [-0.04939, -0.22442, -0.37977], [-1.36026, 0.45221, -0.27942], [-2.39486, -0.25988, -0.04698], [2.45374, -1.23860, 0.58572], [3.25058, 0.49006, 0.11638], [0.70641, 0.35503, 1.26673], [1.17822, 1.43678, -0.11552], [0.40467, 0.02508, -1.25287], [-0.22923, -1.27142, -0.17872], [-1.47115, 1.58863, -0.18894], [-2.19546, -1.29810, 0.12538], [2.39926, -0.35843, -0.09819], [-3.81528, -0.07765, 0.13697]], "smiles": "NCC/C=C/F", "spin_multiplicity": 1}

---

## Q
{"formula": "C4H8FN", "method": "wB97M-V/def2-TZVPD", "elements": ["C", "C", "C", "C", "N", "F", "H", "H", "H", "H", "H", "H", "H", "H"], "coordinates": [[-1.94924, -0.37817, -1.44960], [-0.92750, -0.18670, -0.82362], [0.80773, 1.17970, -0.35982], [0.62169, -1.06717, 0.91395], [0.12518, -0.05764, 0.02549], [-3.93512, -0.04171, 0.99454], [-3.30951, -0.18586, 0.27879], [-2.57181, -0.63357, -2.20098], [0.15576, 2.04848, -0.27462], [1.75000, 1.34494, 0.20018], [0.98190, 1.17563, -1.51547], [1.60458, -1.42478, 0.59354], [0.85165, -0.44535, 1.77239], [-0.10146, -1.88907, 0.90373]], "smiles": "C#CN(C)C.F", "spin_multiplicity": 1}

---

Most stable = Q

---

## P
{"formula": "C6H14N2", "method": "wB97M-V/def2-TZVPD", "elements": ["C", "N", "N", "C", "C", "H", "H", "H", "H", "H", "H", "H", "H", "C", "C", "C", "H", "H", "H", "H", "H", "H"], "coordinates": [[1.69657, -1.08743, 0.55013], [0.53495, -0.46415, -0.04599], [0.52399, -0.61033, -1.46398], [-0.70532, -0.70886, 0.69189], [-1.27916, -2.05275, 0.50815], [-0.21890, -1.22962, -1.76536], [0.37338, 0.31384, -1.85762], [-0.47516, -0.43860, 1.73779], [1.57863, -2.18243, 0.60704], [2.57607, -0.85322, -0.04422], [1.82277, -0.70835, 1.56730], [-0.79489, -2.78518, -0.12457], [-2.31507, -2.22744, 0.76409], [-1.73316, 0.30824, 0.20031], [0.61712, 1.99207, 0.31765], [0.73604, 2.77185, -0.73194], [1.24426, 1.92631, 1.19722], [-2.03962, 0.14339, -0.83328], [-2.61466, 0.36743, 0.83863], [-1.10422, 1.26209, 0.27246], [1.53070, 3.51900, -0.81231], [0.04566, 2.74411, -1.57338]], "spin_multiplicity": 1}

---

## Q
{"formula": "C6H14N2", "method": "wB97M-V/def2-TZVPD", "elements": ["C", "C", "C", "C", "C", "C", "N", "N", "H", "H", "H", "H", "H", "H", "H", "H", "H", "H", "H", "H", "H", "H"], "coordinates": [[-0.49025, -0.87009, 0.56631], [0.18968, 0.41665, 0.24327], [0.31348, 0.94254, -1.22997], [1.52532, 0.49429, -0.45863], [0.09094, 2.38475, -1.52911], [0.26438, -1.49936, 1.82585], [-0.56392, -1.78540, -0.52189], [-1.86033, -0.62885, 0.87888], [0.02879, 1.16477, 1.01483], [-0.01475, 0.30389, -2.04289], [-1.19182, -2.53987, -0.25985], [0.35356, -2.16148, -0.73350], [-2.36537, -0.45244, 0.01407], [-1.95486, 0.14077, 1.53315], [2.00715, -0.42940, -0.76166], [2.22013, 1.25234, -0.11054], [-0.92243, 2.53651, -1.91359], [0.79814, 2.73519, -2.28879], [0.21168, 3.01407, -0.64115], [1.21618, -1.94479, 1.51566], [-0.33090, -2.29977, 2.28040], [0.47520, -0.77433, 2.61916]], "smiles": "C[C@H]1C[C@@H]1C(C)(N)N", "spin_multiplicity": 1}

---

Most stable = Q